{
  "formula": "C48H96O16",
  "method": "the ωB97M-V functional and the def2-TZVPD basis",
  "e_above_lowest_kj_mol": 499.60,
  "symbols": ["C", "C", "O", "C", "H", "H", "H", "H", "H", "H", "C", "C", "O", "C", "H", "H", "H", "H", "H", "H", "C", "C", "O", "C", "H", "H", "H", "H", "H", "H", "C", "C", "O", "C", "H", "H", "H", "H", "H", "H", "C", "C", "O", "C", "H", "H", "H", "H", "H", "H", "C", "C", "O", "C", "H", "H", "H", "H", "H", "H", "C", "C", "O", "C", "H", "H", "H", "H", "H", "H", "C", "C", "O", "C", "H", "H", "H", "H", "H", "H", "C", "C", "O", "C", "H", "H", "H", "H", "H", "H", "C", "C", "O", "C", "H", "H", "H", "H", "H", "H", "C", "C", "O", "C", "H", "H", "H", "H", "H", "H", "C", "C", "O", "C", "H", "H", "H", "H", "H", "H", "C", "C", "O", "C", "H", "H", "H", "H", "H", "H", "C", "C", "O", "C", "H", "H", "H", "H", "H", "H", "C", "C", "O", "C", "H", "H", "H", "H", "H", "H", "C", "C", "O", "C", "H", "H", "H", "H", "H", "H"],
  "coordinates": [[-21.0134, -18.8002, 24.5306], [-19.9446, -17.7184, 24.7999], [-19.5282, -17.5056, 25.9313], [-19.1553, -17.2002, 23.6611], [-20.8509, -19.2658, 23.5585], [-22.0371, -18.4259, 24.5241], [-20.9344, -19.5539, 25.3140], [-18.5654, -18.0159, 23.2432], [-18.4893, -16.4826, 24.1401], [-19.7028, -16.6838, 22.8726], [-18.1292, -26.9836, 18.2950], [-19.5029, -27.6703, 18.2340], [-20.4666, -26.9545, 18.3719], [-19.5872, -29.1702, 17.9694], [-17.4177, -27.7484, 18.6065], [-18.1604, -26.2208, 19.0730], [-17.9808, -26.4271, 17.3696], [-18.6241, -29.5903, 17.6793], [-20.0944, -29.3194, 17.0162], [-19.9616, -29.8751, 18.7117], [-24.7064, -20.4559, 24.7311], [-25.4194, -19.2918, 25.4131], [-25.9211, -18.3710, 24.7701], [-25.3800, -19.1654, 26.9337], [-24.7389, -21.2710, 25.4540], [-23.6240, -20.3271, 24.7214], [-25.2568, -20.6177, 23.8043], [-24.9224, -18.2614, 27.3357], [-24.9580, -20.0536, 27.4039], [-26.4032, -19.0502, 27.2912], [-12.7735, -22.1579, 23.7151], [-12.7352, -23.4547, 24.4728], [-11.8088, -24.1588, 24.2771], [-13.7778, -23.7764, 25.4988], [-13.6278, -22.1826, 23.0386], [-11.9193, -22.1112, 23.0397], [-12.7216, -21.3432, 24.4374], [-14.6562, -24.0793, 24.9289], [-14.1731, -22.9812, 26.1308], [-13.5426, -24.6037, 26.1684], [-16.4398, -23.8206, 13.9709], [-16.9928, -24.6090, 15.1457], [-16.4876, -25.7218, 15.5140], [-18.0184, -23.8787, 15.9635], [-16.7242, -24.3883, 13.0849], [-15.3553, -23.8786, 13.8788], [-16.7311, -22.7743, 14.0624], [-18.1619, -24.4472, 16.8823], [-18.8866, -23.8881, 15.3045], [-17.9425, -22.7980, 16.0842], [-16.8420, -21.4508, 28.9978], [-16.1141, -20.1400, 29.1935], [-16.1269, -19.5075, 30.2525], [-15.4592, -19.6392, 27.9775], [-17.4613, -21.6075, 29.8809], [-16.0738, -22.2130, 28.8674], [-17.5095, -21.4836, 28.1367], [-14.3782, -19.5373, 28.0725], [-15.9746, -18.7511, 27.6118], [-15.5286, -20.4182, 27.2182], [-13.9195, -24.0722, 20.7839], [-14.6399, -23.3832, 19.6431], [-14.9093, -22.1868, 19.8123], [-15.0350, -24.2177, 18.4259], [-12.8906, -23.7126, 20.8000], [-14.2677, -25.0936, 20.6303], [-14.3957, -23.8707, 21.7434], [-15.8858, -23.7910, 17.8947], [-15.1188, -25.2775, 18.6666], [-14.2167, -24.0852, 17.7182], [-21.5712, -18.9923, 32.0623], [-21.2598, -19.9437, 30.9490], [-20.7954, -21.0358, 31.1645], [-21.5578, -19.3145, 29.6059], [-20.9686, -19.3599, 32.8929], [-22.6212, -18.9947, 32.3549], [-21.2840, -17.9434, 31.9882], [-20.8780, -19.8427, 28.9373], [-21.3252, -18.2638, 29.7791], [-22.5954, -19.4484, 29.3001], [-18.0628, -20.9924, 23.9105], [-17.6693, -22.3973, 23.4421], [-17.2849, -23.2648, 24.2239], [-17.6685, -22.6075, 21.9766], [-18.9990, -20.7366, 23.4145], [-17.3041, -20.2512, 23.6593], [-18.0926, -21.0853, 24.9961], [-17.4695, -23.6341, 21.6691], [-16.8866, -21.9825, 21.5452], [-18.6302, -22.2427, 21.6159], [-20.9235, -24.0307, 25.9966], [-21.3375, -22.7023, 25.4872], [-21.0903, -22.3527, 24.3277], [-21.9126, -21.8296, 26.6262], [-20.2690, -24.0265, 26.8682], [-20.4153, -24.5974, 25.2165], [-21.8648, -24.5425, 26.1967], [-22.4653, -22.4378, 27.3423], [-22.4548, -20.9519, 26.2745], [-21.1322, -21.2780, 27.1504], [-22.5332, -22.2552, 20.1124], [-22.3354, -23.6529, 20.6027], [-23.2319, -24.2345, 21.1176], [-20.8759, -24.1841, 20.5847], [-23.5262, -22.2004, 19.6664], [-21.8995, -21.9398, 19.2835], [-22.4011, -21.5559, 20.9380], [-20.9625, -25.2685, 20.5164], [-20.6500, -23.9269, 21.6196], [-20.2832, -23.6281, 19.8583], [-14.3558, -18.4168, 19.4318], [-15.1889, -18.6743, 20.6670], [-16.2585, -18.1389, 20.7286], [-14.5415, -19.4949, 21.8076], [-13.6465, -19.1816, 19.1155], [-13.6351, -17.6347, 19.6706], [-14.8893, -17.9602, 18.5981], [-14.7683, -19.0158, 22.7601], [-13.4730, -19.4590, 21.5954], [-14.9982, -20.4844, 21.8269], [-16.3046, -31.5555, 20.3053], [-16.7236, -30.0849, 20.5061], [-17.8900, -29.7184, 20.4406], [-15.7030, -28.9720, 20.8756], [-16.1522, -31.7902, 19.2518], [-17.0416, -32.2085, 20.7727], [-15.3400, -31.7503, 20.7740], [-14.9960, -29.0022, 20.0466], [-15.0827, -29.1942, 21.7439], [-16.0086, -27.9264, 20.9145], [-24.1880, -17.4738, 22.2515], [-23.4633, -17.9392, 20.9957], [-22.3578, -18.4341, 21.0480], [-24.0221, -17.5215, 19.6589], [-25.2009, -17.8656, 22.1590], [-24.0345, -16.4264, 22.5111], [-23.7151, -18.0257, 23.0638], [-23.6455, -18.2473, 18.9381], [-23.5782, -16.5850, 19.3212], [-25.1086, -17.4670, 19.5898], [-17.5600, -29.3659, 23.7789], [-17.5743, -27.8958, 24.1665], [-16.5889, -27.3092, 24.6116], [-18.8684, -27.1895, 24.0686], [-16.5271, -29.6894, 23.9077], [-18.1233, -29.5170, 22.8580], [-18.0326, -29.8917, 24.6085], [-19.7403, -27.8190, 24.2463], [-18.9175, -26.8858, 23.0230], [-18.9191, -26.3058, 24.7048], [-17.4099, -20.4562, 17.9204], [-18.8193, -20.4235, 18.4521], [-19.5079, -21.4448, 18.3421], [-19.3722, -19.0247, 18.9782], [-17.1654, -19.8586, 17.0422], [-17.1107, -21.4886, 17.7397], [-16.9175, -20.0591, 18.8080], [-20.4474, -18.9635, 18.8100], [-18.7764, -18.2729, 18.4605], [-19.1690, -18.8591, 20.0362]],
  "forces_ev_per_angstrom": [[0.34, 0.44, 0.14], [0.18, -1.62, 1.11], [-0.96, -0.04, -0.65], [0.39, 1.14, -0.07], [-0.01, 0.04, 0.00], [0.06, 0.29, 0.07], [0.04, 0.08, -0.05], [-0.07, -0.02, -0.17], [0.26, 0.02, -0.38], [-0.20, -0.33, -0.06], [-0.80, -0.70, 0.65], [0.32, 0.70, 0.60], [-0.53, -0.56, -0.12], [0.78, -0.39, -1.28], [0.55, 0.35, -0.64], [-0.22, -0.04, 0.15], [0.59, -0.67, -0.17], [0.47, 0.30, 0.44], [-0.79, 0.18, 0.17], [-0.36, 0.71, 0.25], [-1.01, 0.28, 1.50], [0.67, 2.28, -0.39], [0.33, -1.52, 0.58], [-0.52, -0.56, 0.16], [-0.58, -0.58, -0.40], [-0.05, 0.61, -0.86], [0.74, -0.37, -0.11], [0.46, 0.01, -0.56], [0.09, 0.10, 0.09], [-0.22, -0.27, -0.11], [-0.23, -0.15, -0.45], [-0.50, 1.76, 0.96], [2.00, -2.39, -0.35], [-1.14, -0.32, 0.14], [-0.45, 0.66, 0.41], [0.20, -0.07, 0.31], [-0.50, 0.27, -0.31], [-0.30, -0.20, -0.08], [0.41, 0.49, -0.27], [0.43, -0.03, -0.36], [0.22, -0.98, 0.13], [3.33, -1.85, 1.82], [-2.14, 3.63, -1.48], [-0.45, -0.93, -0.54], [-0.60, 0.63, -0.39], [0.11, -0.05, 0.62], [-0.25, -0.21, -0.64], [-0.45, 0.49, -0.04], [-0.68, -0.45, 0.24], [0.83, -0.14, 0.27], [-0.31, 0.25, 1.01], [-0.94, 0.91, 1.82], [0.08, -1.22, -1.61], [0.82, -0.50, -1.34], [0.22, -0.40, 0.06], [-0.14, -0.27, 0.07], [0.27, 0.28, -0.23], [-0.07, 0.70, 0.40], [0.32, 0.16, 0.09], [-0.30, 0.10, -0.30], [-1.58, -0.44, -0.55], [-0.87, 2.10, 1.36], [0.10, -1.52, -1.24], [0.54, 1.02, 0.21], [0.17, -0.96, 0.02], [1.70, -0.70, 0.19], [0.00, 0.76, -0.07], [-0.22, -0.20, 0.37], [-0.22, 0.17, -0.17], [0.29, -0.28, -0.09], [0.65, -0.15, 1.92], [-0.72, 0.94, 0.03], [-0.11, 0.08, -0.50], [0.84, -1.00, 0.31], [-0.35, -0.05, 0.40], [-0.10, -0.24, -0.12], [0.01, -0.07, -0.78], [-0.16, 0.52, -0.55], [-0.04, -0.03, -0.82], [0.00, 0.03, 0.07], [0.28, -1.18, 0.17], [1.24, -0.54, 1.13], [-0.65, 1.10, -0.67], [-0.21, 0.05, -0.44], [-0.09, 0.20, 0.42], [0.10, -0.08, -0.25], [-0.50, 0.42, -0.02], [-0.21, 0.00, 0.21], [0.02, 0.20, -0.13], [0.02, -0.14, -0.44], [-0.01, -1.12, -0.81], [1.47, 1.34, -0.62], [-1.01, -0.10, 2.06], [0.02, 0.70, -1.01], [-0.34, 0.30, 0.19], [-0.03, 0.13, -0.07], [0.06, -0.33, 0.46], [-0.04, 0.19, -0.07], [-0.60, -0.46, -0.23], [0.63, -0.69, 0.16], [-0.38, 0.50, -1.20], [2.22, 0.86, -0.69], [-1.28, -1.31, 0.70], [-2.12, 0.32, 0.50], [-0.34, 0.20, 0.58], [0.57, -0.20, 0.30], [-0.17, 0.07, 0.01], [0.55, 0.09, -0.35], [0.79, 0.00, 0.10], [0.18, -0.46, 0.12], [1.13, 0.41, -0.22], [1.10, -0.20, -0.30], [-1.19, 0.01, 0.61], [-0.67, 1.10, -0.83], [-0.56, -0.56, -0.04], [0.04, 0.38, 0.57], [-0.40, -0.53, 0.11], [0.06, 0.10, -0.03], [-0.01, -0.64, 0.38], [0.45, -0.14, -0.23], [0.44, 0.89, 0.43], [-1.03, 1.75, 0.99], [0.78, -1.09, -0.32], [1.02, -1.20, -1.00], [-0.37, 0.07, -0.07], [-0.11, 0.11, -0.30], [0.03, 0.12, 0.13], [0.41, 0.02, -0.19], [-0.23, -0.22, 0.15], [-0.88, -0.42, 0.15], [0.66, -1.80, -0.08], [0.78, 1.98, 0.24], [-0.25, -0.47, 0.06], [0.02, -0.82, -0.64], [-0.30, 0.82, 0.38], [-0.54, 0.11, -0.57], [-0.12, -0.04, 0.10], [-0.19, -0.12, -0.12], [-0.07, 0.25, 0.40], [0.08, 0.09, 0.17], [0.36, 0.83, 1.15], [1.31, 0.33, 1.39], [-0.90, -1.01, -0.78], [-0.74, 0.37, -0.35], [0.06, -0.17, -1.02], [0.46, -0.36, 0.00], [-0.59, -0.01, -0.05], [0.10, -0.16, 0.00], [-0.29, 0.27, -0.17], [0.25, -0.08, -0.12], [-0.04, -0.09, 1.10], [-2.03, -0.48, -1.27], [0.73, 1.80, 0.77], [0.92, -1.67, -0.49], [-0.37, 0.31, 0.19], [0.00, 0.13, 0.17], [1.01, 0.05, -0.27], [0.18, 0.05, -0.07], [-0.35, 0.20, -0.13], [0.01, -0.31, 0.09]],
  "mulliken_charge": [0.097, 0.588, -0.619, -0.836, -0.037, 0.274, -0.277, 0.062, 0.350, 0.326, 0.437, 0.717, -0.564, -1.233, -0.094, -0.004, -0.267, 0.319, 0.392, 0.268, -0.627, 0.758, -0.578, -1.143, 0.531, -0.215, 0.350, 0.291, 0.303, 0.404, -0.313, 0.720, -0.564, -0.730, -0.455, 0.305, 0.486, 0.092, 0.155, 0.327, -1.238, 1.020, -0.602, -0.840, 0.332, 0.356, 0.314, 0.050, 0.567, 0.082, -0.972, 0.744, -0.597, -0.617, 0.319, 0.343, 0.187, 0.324, 0.244, 0.026, -0.432, 0.563, -0.363, -0.601, 0.365, 0.094, -0.107, -0.236, 0.378, 0.369, -1.193, 0.758, -0.567, -0.516, 0.339, 0.292, 0.375, -0.055, 0.403, 0.190, -0.284, 0.815, -0.680, -0.111, -0.080, 0.367, -0.023, 0.295, -0.403, 0.023, -1.103, 0.920, -0.420, -0.828, 0.423, -0.055, 0.469, 0.479, -0.032, 0.083, -0.824, 0.619, -0.613, -0.120, 0.431, 0.250, 0.045, 0.288, -0.120, 0.093, -1.512, 0.877, -0.543, -0.537, 0.336, 0.507, 0.315, 0.441, 0.455, -0.313, -1.349, 0.954, -0.508, -1.295, 0.344, 0.321, 0.399, 0.450, 0.479, 0.249, -0.562, 0.759, -0.392, -1.218, 0.384, 0.360, -0.290, 0.310, 0.307, 0.355, -1.111, 0.791, -0.595, -0.674, 0.288, 0.085, 0.504, 0.406, 0.167, 0.137, 0.457, 0.692, -0.547, -1.009, 0.440, -0.570, -0.380, 0.254, 0.383, 0.194]
}